Entry 1:
This record from the OMol25 dataset describes C10H14Cl3FeN2OTe4 as an isolated structure. The level of theory is ωB97M-V/def2-TZVPD.

Each line ends with the Löwdin charge.
Positions of all 35 atoms, in Å:
Fe -0.363 -1.927 -0.912  0.21
Cl 6.139 0.400 -3.380  0.63
C 4.516 0.172 -2.789  -0.69
C 3.928 -1.078 -2.876  -0.14
C 2.636 -1.242 -2.414  -0.57
Cl 1.873 -2.790 -2.504  0.72
C 1.881 -0.184 -1.869  -0.47
O 0.663 -0.341 -1.454  -0.25
C 2.541 1.054 -1.788  -0.58
Cl 1.676 2.386 -1.074  0.69
C 3.832 1.244 -2.242  -0.14
H 4.465 -1.916 -3.299  0.10
H 4.299 2.215 -2.164  0.10
Te -1.214 -4.542 -1.245  -0.12
Te -3.118 -5.963 -2.387  -0.23
Te -5.182 -3.168 -1.314  -0.21
Te -2.984 -2.341 -0.163  -0.03
C -0.334 1.788 2.462  -0.05
C -1.593 1.167 1.846  -0.64
C -2.374 0.391 2.905  -0.05
C -2.486 2.256 1.259  -0.04
N -1.299 0.275 0.716  -0.11
N -0.419 -0.811 0.989  -0.08
H -0.607 2.497 3.245  0.08
H 0.252 2.322 1.708  0.06
H 0.306 1.030 2.921  0.07
H -2.739 1.077 3.671  0.08
H -1.751 -0.352 3.409  0.07
H -3.221 -0.123 2.452  0.07
H -2.771 2.973 2.030  0.08
H -3.385 1.812 0.834  0.09
H -1.962 2.800 0.469  0.08
H -0.870 0.786 -0.052  0.09
H -0.819 -1.406 1.710  0.06
H 0.487 -0.459 1.298  0.10

Forces on atoms 1 to 3 (eV/Å):
-0.7 -0.2 -0.6
0.0 0.0 0.0
0.0 0.0 0.0

Total energy in Ha: -4290.653734
Lowest unoccupied orbital energy (alpha / beta) in eV: 2.05 / 1.96
Spin multiplicity: 5
Kohn-Sham gap (alpha / beta) in eV: 5.2 / 5.2
M in Da: 850.84
Charge: -1

Entry 2:
This record from the OMol25 dataset describes one molecule with the formula C10H14ClNSi at a distorted geometry. The level of theory is ωB97M-V/def2-TZVPD.

Each line ends with the Löwdin charge.
Positions of all 27 atoms, in Å:
C -1.948 2.822 0.029  -0.05
C -1.072 1.840 -0.243  -0.22
Si -0.495 0.370 0.945  0.22
Cl -1.264 0.359 2.879  0.32
C -0.823 -1.234 -0.100  -0.24
C -0.475 -1.063 -1.485  -0.08
C -0.899 -2.093 -2.353  -0.06
C -1.569 -3.227 -1.843  -0.07
C -1.754 -3.378 -0.487  -0.11
C -1.369 -2.398 0.327  -0.16
N 1.145 0.734 1.107  -0.39
C 1.723 1.977 0.687  -0.16
C 2.098 -0.355 1.287  -0.15
H -2.266 3.419 -0.796  0.04
H -2.683 2.808 0.808  0.04
H -0.702 1.802 -1.194  0.02
H 0.103 -0.181 -1.806  0.10
H -0.645 -1.988 -3.393  0.09
H -1.920 -3.993 -2.424  0.07
H -2.320 -4.183 0.083  0.14
H -1.576 -2.554 1.349  0.09
H 0.928 2.678 0.263  0.07
H 2.294 2.543 1.542  0.11
H 2.492 1.744 -0.098  0.08
H 1.609 -1.131 1.985  0.10
H 2.332 -0.704 0.240  0.08
H 3.188 -0.006 1.658  0.12

Forces on atoms 1 to 3 (eV/Å):
-0.3 -1.7 -1.1
-1.9 -0.6 4.2
-0.6 0.7 -1.7

Total energy in Ha: -1193.881049
Lowest unoccupied orbital energy in eV: 0.69
Kohn-Sham gap in eV: 9.3
M in Da: 211.77
Structure (SMILES): C=C[Si@@](Cl)(c1ccccc1)N(C)C

Entry 3:
This record from the OMol25 dataset describes C10H14F6N3O4RbS2 as an isolated structure at a distorted geometry. The level of theory is ωB97M-V/def2-TZVPD.

Each line ends with the Löwdin charge.
Positions of all 40 atoms, in Å:
Rb 0.956 0.434 -0.964  0.91
C 1.153 -3.475 -2.031  -0.60
F 1.187 -4.777 -2.244  0.20
F 0.101 -3.105 -1.253  0.11
F 2.265 -3.096 -1.401  0.15
S 0.989 -2.603 -3.780  0.76
O 2.396 -2.720 -4.241  -0.26
O -0.109 -3.369 -4.403  -0.22
N 0.526 -0.975 -3.524  -0.38
S 0.105 -0.520 -4.908  0.63
O 1.100 -0.444 -5.985  -0.20
O -1.243 -0.926 -5.304  -0.10
C -0.144 1.332 -4.482  -0.55
F -0.204 2.069 -5.592  0.20
F -1.261 1.476 -3.770  0.17
F 0.920 1.785 -3.713  0.08
C -0.082 -2.742 2.703  -0.11
C 1.248 -3.351 2.414  -0.23
C 2.491 -2.424 2.621  -0.15
C 2.468 -1.217 1.871  -0.25
N 2.527 -0.222 1.328  0.07
H -0.438 -2.743 3.733  0.08
H -0.894 -3.296 2.231  0.08
H -0.125 -1.700 2.386  0.07
H 1.275 -3.706 1.384  0.10
H 1.400 -4.209 3.069  0.12
H 3.280 -3.038 2.187  0.13
H 2.816 -2.173 3.631  0.14
C -3.037 4.662 3.501  -0.10
C -2.093 3.668 2.813  -0.24
C -1.597 4.350 1.507  -0.17
C -0.790 3.493 0.627  -0.20
N -0.097 2.899 -0.068  0.04
H -2.532 5.536 3.912  0.08
H -3.569 4.106 4.272  0.08
H -3.796 5.015 2.803  0.08
H -2.562 2.714 2.572  0.11
H -1.219 3.460 3.431  0.11
H -0.948 5.190 1.755  0.13
H -2.462 4.643 0.911  0.12

Forces on atoms 1 to 3 (eV/Å):
0.1 0.1 0.1
-0.5 0.8 0.4
-0.3 1.0 0.1

Total energy in Ha: -2273.931481
Lowest unoccupied orbital energy (alpha / beta) in eV: -3.04 / -9.37
Spin multiplicity: 2
Kohn-Sham gap (alpha / beta) in eV: 11.5 / 5.0
M in Da: 503.83
Charge: +1

Entry 4:
This record from the OMol25 dataset describes a 2-piece molecular cluster, C10H14INO4 overall at a distorted geometry. The level of theory is ωB97M-V/def2-TZVPD.

Each line ends with the Löwdin charge.
Positions of all 30 atoms, in Å:
C -0.377 0.109 1.577  -0.08
C -0.951 0.451 0.147  -0.25
C -2.248 -0.343 -0.211  -0.15
C -3.397 0.128 0.688  -0.16
C -3.921 1.367 0.741  -0.53
I -3.497 3.129 -0.338  0.96
C -5.000 1.282 1.845  -0.49
O -5.411 2.277 2.318  0.14
O -5.283 -0.024 2.144  0.14
C -4.153 -0.742 1.693  -0.39
O -3.939 -1.819 2.058  0.21
H -0.968 -0.652 2.120  0.08
H -0.369 1.048 2.173  0.07
H 0.686 -0.173 1.430  0.03
H -0.197 0.218 -0.640  0.10
H -1.091 1.549 0.115  0.04
H -2.039 -1.411 0.024  0.12
H -2.473 -0.271 -1.292  0.12
C 4.184 -1.187 -2.506  -0.06
N 3.631 -0.603 -1.300  -0.20
C 3.942 0.780 -0.979  -0.04
C 2.837 -1.302 -0.462  -0.33
O 2.345 -0.866 0.562  0.00
H 5.274 -1.151 -2.458  0.09
H 3.841 -0.617 -3.373  0.09
H 3.866 -2.223 -2.613  0.08
H 4.440 0.824 -0.009  0.09
H 3.016 1.354 -0.918  0.09
H 4.588 1.208 -1.742  0.09
H 2.663 -2.339 -0.795  0.14

Forces on atoms 1 to 3 (eV/Å):
0.3 0.9 -0.7
0.3 -0.3 0.1
0.4 -0.2 1.2

Total energy in Ha: -1042.837981
Lowest unoccupied orbital energy in eV: -0.35
Kohn-Sham gap in eV: 9.3
M in Da: 339.13
Structure (SMILES): CCCC1=C(I)C(=O)OC1=O.CN(C)C=O

Entry 5:
This record from the OMol25 dataset describes C10H14INS as an isolated structure at a distorted geometry. The level of theory is ωB97M-V/def2-TZVPD.

Each line ends with the Löwdin charge.
Positions of all 27 atoms, in Å:
C 1.974 2.050 -1.861  -0.10
C 2.176 0.721 -1.543  -0.12
C 1.154 2.839 -1.053  -0.10
C 1.542 0.165 -0.446  -0.13
C 0.532 2.316 0.050  -0.04
C 0.714 0.951 0.400  -0.41
C -2.047 -2.043 0.934  -0.22
C -0.605 1.038 2.394  -0.20
C 0.039 -2.809 -1.159  -0.33
C -1.639 -0.946 0.024  -1.08
N 0.160 0.319 1.429  -0.02
S -0.675 -1.159 -1.374  0.85
I -3.009 0.626 -0.292  0.91
H 2.461 2.489 -2.720  0.09
H 2.830 0.112 -2.150  0.10
H 1.014 3.883 -1.300  0.10
H 1.781 -0.838 -0.127  0.09
H -0.085 2.948 0.669  0.10
H -1.165 -2.536 1.346  0.08
H -2.627 -1.639 1.761  0.07
H -2.661 -2.792 0.422  0.08
H 0.012 1.795 2.890  0.08
H -1.478 1.556 1.973  0.01
H -0.951 0.325 3.146  0.07
H -0.747 -3.558 -1.220  0.04
H 0.566 -2.867 -0.211  0.04
H 0.735 -2.944 -1.982  0.04

Forces on atoms 1 to 3 (eV/Å):
0.1 -0.1 -0.1
0.1 0.2 -0.2
0.0 0.1 -0.1

Total energy in Ha: -1139.971538
Lowest unoccupied orbital energy (alpha / beta) in eV: -0.62 / -0.61
Kohn-Sham gap (alpha / beta) in eV: 6.2 / 6.2
M in Da: 307.20

Entry 6:
This record from the OMol25 dataset describes a 2-piece molecular cluster, C10H14INS overall at a distorted geometry. The level of theory is ωB97M-V/def2-TZVPD.

Each line ends with the Löwdin charge.
Positions of all 27 atoms, in Å:
C 1.817 3.575 1.143  -0.03
C 2.932 2.864 0.696  -0.01
C 0.668 2.862 0.808  -0.03
C 2.451 1.761 0.007  -0.05
C -0.957 -1.367 0.978  -0.22
C -1.102 -1.845 -0.244  -0.15
C -0.252 -1.576 -1.560  -0.48
C 0.396 0.752 -0.468  -0.29
C -1.963 -1.600 2.001  -0.09
C -1.196 -0.918 -2.458  -0.13
N 1.039 1.834 -0.007  -0.12
S 1.235 -0.473 -1.255  1.16
I 0.261 -5.491 0.032  -0.78
H 1.772 4.473 1.630  0.09
H 3.818 3.354 0.806  0.09
H -0.322 3.072 0.995  0.11
H 2.779 0.789 -0.432  0.06
H 0.057 -0.817 1.266  0.14
H -2.084 -2.161 -0.512  0.12
H 0.092 -2.533 -1.896  0.08
H -0.606 0.504 -0.330  0.07
H -2.577 -0.701 2.157  0.09
H -1.545 -1.865 2.996  0.10
H -2.469 -2.469 1.747  0.06
H -0.714 -0.600 -3.342  0.08
H -1.496 0.027 -2.137  0.06
H -2.034 -1.451 -2.621  0.07

Forces on atoms 1 to 3 (eV/Å):
-3.5 -2.6 -0.9
-2.1 -2.1 -1.8
2.0 2.1 0.2

Total energy in Ha: -1139.885741
Lowest unoccupied orbital energy in eV: -3.00
Kohn-Sham gap in eV: 2.9
M in Da: 307.20

Entry 7:
This record from the OMol25 dataset describes C10H14IrNOS2Se4 as an isolated structure. The level of theory is ωB97M-V/def2-TZVPD.

Each line ends with the Löwdin charge.
Positions of all 33 atoms, in Å:
Ir 1.082 0.961 0.438  0.54
C -0.006 -1.006 3.903  -0.05
C -0.684 -0.669 2.605  -0.29
C -0.639 0.659 2.097  -0.20
C -1.261 0.988 0.879  -0.23
C -1.963 -0.018 0.169  -0.09
C -2.018 -1.283 0.674  -0.06
C -1.378 -1.608 1.891  -0.04
H 0.551 -0.154 4.298  0.06
H 0.685 -1.840 3.773  0.09
H -0.734 -1.297 4.661  0.10
H -0.306 1.446 2.765  0.10
H -1.446 2.023 0.620  0.10
H -2.477 0.246 -0.745  0.11
H -2.565 -2.057 0.150  0.12
H -1.439 -2.624 2.259  0.13
Se 2.724 0.528 2.227  0.27
Se 3.526 1.111 0.172  0.18
Se 3.406 3.504 0.311  0.20
Se 1.169 3.360 0.736  0.31
S 0.811 -3.736 -0.136  0.65
C 0.988 -2.153 -0.062  -0.96
N 1.117 -0.982 -0.063  -0.18
C 0.576 1.517 -4.068  -0.23
S 0.816 0.443 -2.666  0.90
C -0.428 -0.778 -3.034  -0.22
O 0.236 1.298 -1.521  -0.71
H 0.820 0.964 -4.974  0.07
H 1.257 2.358 -3.954  0.06
H -0.457 1.860 -4.082  0.07
H -0.111 -1.298 -3.939  0.08
H -1.389 -0.287 -3.182  0.07
H -0.463 -1.478 -2.202  0.03

Forces on atoms 1 to 3 (eV/Å):
0.1 0.1 -0.1
0.0 0.0 0.0
0.0 0.0 0.0

Total energy in Ha: -11025.674482
Lowest unoccupied orbital energy (alpha / beta) in eV: -4.56 / -6.02
Spin multiplicity: 2
Kohn-Sham gap (alpha / beta) in eV: 6.6 / 5.1
M in Da: 736.42
Charge: +1

Entry 8:
This record from the OMol25 dataset describes one molecule with the formula C10H14N2O at a distorted geometry. The level of theory is ωB97M-V/def2-TZVPD.

Each line ends with the Löwdin charge.
Positions of all 27 atoms, in Å:
C 0.812 2.196 -0.052  -0.24
C 0.365 -0.897 1.413  -0.01
C -1.239 -0.458 -0.321  -0.31
C 0.836 0.736 -0.343  -0.32
C 0.237 3.276 0.438  0.09
C -2.478 -0.166 -0.721  0.07
C -0.135 0.086 -1.190  -0.25
C 0.520 -1.013 -2.158  -0.02
C -1.756 -2.037 1.548  -0.09
C 2.602 0.103 1.253  -0.02
N -0.841 -1.195 0.792  -0.12
N 1.193 -0.046 0.829  -0.10
O 1.893 1.691 -0.726  0.10
H 0.732 4.270 0.381  0.08
H -0.689 3.257 0.884  0.03
H -3.433 -0.247 -0.202  0.06
H -2.699 0.199 -1.726  0.07
H -0.641 0.738 -1.962  0.16
H -0.404 -1.636 -2.350  0.09
H 1.472 -1.505 -1.741  0.09
H 0.881 -0.535 -3.172  0.10
H -1.196 -2.738 2.250  0.10
H -2.540 -1.681 2.227  0.08
H -2.274 -2.675 0.775  0.10
H 3.064 -0.073 0.339  0.06
H 2.902 1.107 1.657  0.11
H 2.815 -0.757 1.875  0.08

Forces on atoms 1 to 3 (eV/Å):
-0.6 -1.7 -0.4
0.2 -1.0 0.5
-0.8 0.2 -0.6

Total energy in Ha: -573.998302
Lowest unoccupied orbital energy in eV: 0.84
Kohn-Sham gap in eV: 9.0
M in Da: 178.24